Entry 1:
A molecular structure, C35H35F6InN4PSSb2 at a distorted geometry. Source: OMol25; level of theory: ωB97M-V/def2-TZVPD.

Atoms and positions in Å:
1 In 0.4037 2.1897 -0.0392
2 C 3.6440 5.8751 0.1848
3 C 2.9974 4.5934 -0.2358
4 N 1.7945 4.3411 0.1259
5 N 0.9989 5.2198 0.6629
6 C 0.2407 4.8882 1.7114
7 N -0.6149 5.8160 2.1305
8 S 0.3697 3.3817 2.5287
9 C 3.7099 3.5776 -1.0407
10 C 4.8575 3.9142 -1.7524
11 C 5.5259 2.9371 -2.4719
12 C 5.0243 1.6481 -2.4612
13 C 3.8612 1.4072 -1.7455
14 N 3.2100 2.3326 -1.0517
15 H 3.4487 6.0530 1.2413
16 H 3.2022 6.7084 -0.3684
17 H 4.7171 5.8669 0.0288
18 H -0.7951 6.6278 1.5583
19 H -1.2501 5.5986 2.8775
20 H 5.2135 4.9340 -1.7634
21 H 6.4252 3.1819 -3.0201
22 H 5.5166 0.8465 -2.9932
23 H 3.4430 0.4054 -1.7217
24 C 0.6848 -1.0565 -2.3379
25 C -0.6242 -0.9703 -3.1289
26 C -1.6454 -0.0025 -2.5539
27 Sb -2.2530 -0.7279 -0.5835
28 C -2.4562 -0.3083 1.5226
29 C -2.7128 -1.4611 2.2537
30 C -2.8553 -1.3562 3.6281
31 C -2.7391 -0.1165 4.2449
32 C -2.4888 1.0209 3.4917
33 C -2.3501 0.9365 2.1114
34 C -3.6975 -2.2712 -0.8682
35 C -3.3237 -3.5990 -1.0465
36 C -4.3064 -4.5675 -1.1843
37 C -5.6469 -4.2093 -1.1428
38 C -6.0130 -2.8828 -0.9639
39 C -5.0396 -1.9050 -0.8233
40 Sb 0.2172 -2.0599 -0.4807
41 C 1.1354 -1.3551 1.3132
42 C 0.6477 -1.9753 2.4607
43 C 1.1267 -1.5967 3.7051
44 C 2.0951 -0.6069 3.8030
45 C 2.5988 -0.0111 2.6562
46 C 2.1246 -0.3838 1.4051
47 C 1.2055 -3.9473 -0.7251
48 C 0.6480 -4.9862 -1.4564
49 C 1.3793 -6.1541 -1.6215
50 C 2.6418 -6.2734 -1.0580
51 C 3.1830 -5.2241 -0.3273
52 C 2.4636 -4.0512 -0.1500
53 H 1.1044 -0.0666 -2.1639
54 H 1.4146 -1.6684 -2.8672
55 H -1.0658 -1.9672 -3.2443
56 H -0.3919 -0.6210 -4.1395
57 H -2.5685 0.0174 -3.1332
58 H -1.2700 1.0105 -2.4447
59 H -2.8191 -2.4277 1.7719
60 H -3.0642 -2.2440 4.2105
61 H -2.8655 -0.0380 5.3166
62 H -2.4136 1.9873 3.9718
63 H -2.1907 1.8315 1.5276
64 H -2.2791 -3.8881 -1.0703
65 H -4.0266 -5.6041 -1.3182
66 H -6.4085 -4.9701 -1.2476
67 H -7.0580 -2.6055 -0.9300
68 H -5.3288 -0.8698 -0.6819
69 H -0.0944 -2.7629 2.3890
70 H 0.7487 -2.0762 4.5985
71 H 2.4693 -0.3111 4.7739
72 H 3.3714 0.7434 2.7283
73 H 2.5578 0.0686 0.5217
74 H -0.3359 -4.9016 -1.9012
75 H 0.9571 -6.9724 -2.1894
76 H 3.2055 -7.1876 -1.1842
77 H 4.1661 -5.3132 0.1153
78 H 2.8809 -3.2380 0.4324
79 F -1.7923 3.8942 0.0673
80 P -2.7161 3.4789 -1.2323
81 F -3.4987 2.8737 -2.4641
82 F -2.6159 1.8415 -0.6038
83 F -4.0199 3.6535 -0.3701
84 F -1.2838 3.1478 -1.9974
85 F -2.7122 4.9427 -1.7698

Cartesian forces (eV/Å) of the 2 atoms listed first:
In 0.3251 0.0426 0.2313
C 0.0711 -0.0517 0.0483

⟨S²⟩ ... 0.76
Multiplicity ... 2
HOMO level (alpha / beta) ... -13.13 / -13.08 eV
Energy relative to the best compared isomer or geometry (same formula, charge and spin) ... 0.0 kJ/mol
Charge ... +2

Results of the Löwdin charge analysis, in e, for atoms 1 through 8: 0.815 0.013 -0.206 -0.041 0.063 -0.861 0.146 0.638

---

Entry 2:
15 unconnected molecules or ions with the total composition C51H72N2O45P2S at a distorted geometry. Source: OMol25; level of theory: ωB97M-V/def2-TZVPD.

Atoms and positions in Å:
1 C 2.2380 -1.1081 2.4288
2 P 1.4710 -0.4989 0.8663
3 N 1.4221 -2.1855 0.2107
4 P 1.5140 1.6679 1.6126
5 S 1.1899 3.0126 0.2070
6 C -0.3563 -0.5058 0.8341
7 C -1.0817 -0.4576 1.9935
8 C -2.4490 -0.5151 1.9889
9 C -3.0537 -0.6270 0.7612
10 C -2.2505 -0.6370 -0.3583
11 N -0.9324 -0.5744 -0.3633
12 H 1.7073 -0.6340 3.2436
13 H 2.0241 -2.1617 2.4874
14 H 3.2937 -0.8760 2.4453
15 H 2.2258 -0.1042 -0.2406
16 H 1.0217 -2.1927 -0.7191
17 H 2.3588 -2.5698 0.1792
18 H 0.6744 1.9026 2.7238
19 H 2.8092 1.8924 2.1287
20 H -0.5569 -0.3926 2.9290
21 H -3.0135 -0.5162 2.9027
22 H -4.1181 -0.7125 0.6710
23 H -2.7323 -0.7162 -1.3193
24 C 5.1667 -0.5572 -2.4711
25 C 6.3584 0.3153 -2.1374
26 O 5.7337 1.4432 -1.4985
27 C 4.5578 1.0413 -1.0003
28 O 3.8861 1.6562 -0.2294
29 O 4.2295 -0.1939 -1.4504
30 H 5.3866 -1.6158 -2.4233
31 H 4.7378 -0.3224 -3.4470
32 H 7.0385 -0.1427 -1.4204
33 H 6.9251 0.6166 -3.0106
34 C 7.9153 4.9267 -0.8655
35 C 9.4183 5.0709 -0.8547
36 O 9.8579 3.7071 -0.9621
37 C 8.8603 2.9966 -1.5368
38 O 8.9790 1.8828 -1.9543
39 O 7.7353 3.7233 -1.6170
40 H 7.4160 5.7607 -1.3429
41 H 7.4979 4.7837 0.1302
42 H 9.7870 5.6242 -1.7194
43 H 9.7967 5.5324 0.0533
44 C 5.5297 -2.7483 0.8550
45 C 6.5605 -3.5960 1.5715
46 O 7.0764 -4.4068 0.5070
47 C 6.8666 -3.7587 -0.6627
48 O 7.3185 -4.0799 -1.7095
49 O 6.0591 -2.6822 -0.4749
50 H 5.4289 -1.7504 1.2748
51 H 4.5475 -3.2239 0.8202
52 H 7.3750 -3.0012 1.9875
53 H 6.1368 -4.2151 2.3563
54 C 4.2548 6.8062 -4.5055
55 C 3.9563 5.7826 -3.4309
56 O 5.1989 5.0697 -3.3479
57 C 6.1838 5.8759 -3.7995
58 O 7.3428 5.6364 -3.6922
59 O 5.6715 6.9894 -4.3752
60 H 3.7290 7.7426 -4.3552
61 H 4.0411 6.4304 -5.5085
62 H 3.7451 6.2390 -2.4630
63 H 3.1424 5.1106 -3.6860
64 C 4.2116 11.0077 -5.3033
65 C 3.0548 11.9811 -5.4032
66 O 1.9454 11.1778 -4.9866
67 C 2.4175 10.1709 -4.2183
68 O 1.7455 9.4253 -3.5864
69 O 3.7723 10.1192 -4.2679
70 H 5.1486 11.4821 -5.0264
71 H 4.3592 10.4341 -6.2197
72 H 3.1562 12.8238 -4.7177
73 H 2.8973 12.3582 -6.4097
74 C -4.6527 -2.8972 4.4029
75 C -3.3120 -2.4796 4.9570
76 O -3.6916 -1.5958 6.0338
77 C -4.9429 -1.9232 6.4217
78 O -5.4833 -1.4980 7.3912
79 O -5.5027 -2.8022 5.5561
80 H -4.6479 -3.9074 4.0045
81 H -5.0278 -2.2127 3.6374
82 H -2.7484 -3.3149 5.3583
83 H -2.6950 -1.9574 4.2342
84 C 1.1482 -5.0948 2.9365
85 C 1.4368 -5.4522 4.3836
86 O 0.2288 -5.0278 5.0438
87 C -0.7581 -5.0221 4.1276
88 O -1.9165 -4.8830 4.3821
89 O -0.2799 -5.1847 2.8891
90 H 1.5852 -5.7698 2.2224
91 H 1.4424 -4.0734 2.6932
92 H 1.5629 -6.5243 4.5391
93 H 2.3010 -4.9323 4.7830
94 C 4.3822 6.9124 1.3501
95 C 3.9976 5.9325 2.4328
96 O 5.2126 5.1843 2.6161
97 C 6.2406 5.9561 2.2045
98 O 7.3896 5.7007 2.3751
99 O 5.7937 7.0606 1.5677
100 H 3.8792 7.8710 1.4388
101 H 4.2152 6.5096 0.3502
102 H 3.7436 6.4247 3.3741
103 H 3.1840 5.2830 2.1345
104 C -6.4964 2.8746 -0.1643
105 C -5.0008 3.0439 -0.3632
106 O -4.6058 1.7169 -0.7304
107 C -5.6678 1.0714 -1.2346
108 O -5.5932 0.0071 -1.7634
109 O -6.8034 1.7778 -1.0447
110 H -7.0711 3.7565 -0.4339
111 H -6.7504 2.5797 0.8548
112 H -4.7522 3.7212 -1.1808
113 H -4.4841 3.3678 0.5354
114 C -2.7639 -7.7275 -0.0797
115 C -2.7143 -6.8679 1.1634
116 O -1.5807 -7.4095 1.8595
117 C -0.7757 -8.0036 0.9603
118 O 0.3300 -8.3973 1.1758
119 O -1.3858 -8.0966 -0.2439
120 H -3.1281 -7.1951 -0.9530
121 H -3.3551 -8.6342 0.0605
122 H -2.5220 -5.8179 0.9441
123 H -3.6092 -6.9432 1.7730
124 C -10.9879 1.6046 -2.9402
125 C -9.6180 2.0633 -2.4933
126 O -9.7952 3.4812 -2.3694
127 C -11.1143 3.7259 -2.1672
128 O -11.5623 4.7806 -1.8614
129 O -11.8442 2.6037 -2.3635
130 H -11.2484 0.6158 -2.5755
131 H -11.1010 1.6234 -4.0232
132 H -9.3337 1.6592 -1.5226
133 H -8.8374 1.8334 -3.2125
134 C 3.6393 -8.4455 0.6092
135 C 5.0637 -8.5368 1.1181
136 O 5.2259 -7.2763 1.7896
137 C 4.0003 -6.8344 2.1359
138 O 3.7950 -5.8975 2.8485
139 O 3.0319 -7.5744 1.5720
140 H 3.1245 -9.4005 0.5843
141 H 3.5728 -7.9796 -0.3744
142 H 5.1998 -9.3388 1.8445
143 H 5.7979 -8.6455 0.3253
144 C -5.6957 -3.2604 -0.4141
145 C -6.0709 -4.2221 -1.5203
146 O -5.0738 -5.2450 -1.3812
147 C -4.6146 -5.2208 -0.1094
148 O -3.9053 -6.0471 0.3690
149 O -5.0712 -4.1294 0.5439
150 H -6.5511 -2.7560 0.0263
151 H -4.9705 -2.5132 -0.7384
152 H -7.0556 -4.6684 -1.3727
153 H -6.0287 -3.7737 -2.5085
154 C 1.8830 -0.8102 7.1789
155 C 1.8578 -2.3188 7.3525
156 O 0.7397 -2.6905 6.5418
157 C 0.5491 -1.7388 5.6193
158 O -0.1800 -1.8802 4.6899
159 O 1.3126 -0.6504 5.8682
160 H 2.8848 -0.3911 7.2108
161 H 1.2546 -0.2916 7.9037
162 H 2.7571 -2.7956 6.9575
163 H 1.7082 -2.6383 8.3795
164 C -12.5301 0.1319 -7.9628
165 C -11.3379 1.0565 -7.8208
166 O -10.9296 0.8160 -6.4690
167 C -11.3709 -0.4141 -6.1051
168 O -11.0555 -0.9712 -5.1065
169 O -12.2174 -0.9119 -7.0332
170 H -12.6445 -0.2706 -8.9651
171 H -13.4650 0.6046 -7.6584
172 H -10.5178 0.7884 -8.4883
173 H -11.5866 2.1040 -7.9653

Cartesian forces (eV/Å) of the 2 atoms listed first:
C -0.6922 0.3908 -0.5059
P -0.2022 -2.2880 -0.1831

HOMO level ... -7.28 eV

Results of the Löwdin charge analysis, in e, for atoms 1 through 8: -0.205 0.659 -0.176 0.191 -0.015 -0.424 -0.086 -0.044

---

Entry 3:
A single C19H23N3O4S molecule. Source: OMol25; level of theory: ωB97M-V/def2-TZVPD.

Atoms and positions in Å:
1 C -3.0090 -3.0535 -0.3847
2 C -4.1243 -2.1079 -0.8135
3 C -3.5722 -0.7996 -1.3779
4 C -2.9515 0.0754 -0.3072
5 O -3.0298 -0.1748 0.8844
6 N -2.3770 1.1925 -0.8187
7 C -1.5785 2.2082 -0.2570
8 C -1.5682 3.4263 -0.9354
9 C -0.7615 4.4712 -0.5292
10 C 0.0670 4.3133 0.5691
11 C 0.0719 3.1145 1.2547
12 C -0.7401 2.0574 0.8575
13 N -0.6891 0.8363 1.5393
14 C 0.4459 0.1529 1.7805
15 O 1.5689 0.6107 1.7057
16 C 0.2057 -1.3090 2.1527
17 N 0.8186 -2.1478 1.1445
18 C 0.7792 -3.5632 1.4215
19 S 0.7102 -1.6543 -0.4523
20 O -0.4580 -0.8381 -0.6687
21 O 0.8440 -2.8251 -1.2741
22 C 2.1637 -0.6446 -0.6855
23 C 3.3961 -1.1909 -0.3928
24 C 4.5322 -0.4191 -0.5666
25 C 4.4187 0.8828 -1.0281
26 C 3.1752 1.4165 -1.3242
27 C 2.0373 0.6464 -1.1555
28 H -3.4245 -3.9859 -0.0086
29 H -2.3453 -3.2745 -1.2178
30 H -2.4151 -2.5929 0.3990
31 H -4.7402 -2.5894 -1.5763
32 H -4.7589 -1.8824 0.0458
33 H -2.7957 -1.0176 -2.1143
34 H -4.3717 -0.2343 -1.8665
35 H -2.4880 1.3039 -1.8175
36 H -2.2011 3.5443 -1.8043
37 H -0.7757 5.4020 -1.0754
38 H 0.7096 5.1192 0.8876
39 H 0.7250 2.9648 2.0984
40 H -1.5757 0.3160 1.5068
41 H 0.7029 -1.5160 3.1068
42 H -0.8687 -1.5187 2.2522
43 H -0.2269 -3.8943 1.7024
44 H 1.0790 -4.0809 0.5146
45 H 1.4739 -3.7973 2.2307
46 H 3.4490 -2.2043 -0.0285
47 H 5.5039 -0.8289 -0.3350
48 H 5.3055 1.4866 -1.1531
49 H 3.0885 2.4329 -1.6770
50 H 1.0530 1.0356 -1.3632

Cartesian forces (eV/Å) of the 2 atoms listed first:
C -0.1546 0.0432 -0.0180
C 0.1758 0.0975 0.0075

HOMO level ... -8.41 eV
SMILES ... CCCC(=O)Nc1ccccc1NC(=O)CN(C)S(=O)(=O)c1ccccc1
Energy relative to the best compared isomer or geometry (same formula, charge and spin) ... 176.3 kJ/mol

Results of the natural (NBO) charge analysis, in e, for atoms 1 through 8: -0.608 -0.389 -0.506 0.739 -0.653 -0.617 0.196 -0.241

---

Entry 4:
A single C9H7IN2 molecule at a distorted geometry. Source: OMol25; level of theory: ωB97M-V/def2-TZVPD.

Atoms and positions in Å:
1 N 0.3282 2.0374 1.6768
2 C 0.7461 0.8929 0.9229
3 C 2.1340 0.7936 0.8346
4 C 2.5746 -0.3507 0.1381
5 N 1.7343 -1.0852 -0.6030
6 C 0.4290 -0.8618 -0.5587
7 C -0.4232 -1.6122 -1.3970
8 C -1.8067 -1.4232 -1.4780
9 I -3.2124 -2.3505 -3.0938
10 C -2.3861 -0.4539 -0.6489
11 C -1.5864 0.2982 0.3132
12 C -0.1880 0.1414 0.3164
13 H -0.6208 2.3561 1.8146
14 H 1.1011 2.4278 2.1979
15 H 2.8241 1.3649 1.5136
16 H 3.5076 -0.8474 0.2489
17 H 0.2814 -2.1138 -2.0241
18 H -3.4259 -0.3348 -1.0408
19 H -2.0108 1.1212 0.8671

Cartesian forces (eV/Å) of the 2 atoms listed first:
N 0.9168 -1.2052 -0.4761
C 1.0191 5.7040 3.2896

HOMO level ... -8.23 eV
SMILES ... Nc1ccnc2cc(I)ccc12
Energy relative to the best compared isomer or geometry (same formula, charge and spin) ... 160.5 kJ/mol

Results of the natural (NBO) charge analysis, in e, for atoms 1 through 8: -0.823 0.240 -0.326 0.080 -0.464 0.198 -0.252 -0.027